# 1
A cluster of 12 separate species, C45H111N3O12S9 in total, computed with ωB97M-V/def2-TZVPD.

XYZ file:
```
180
Properties=species:S:1:pos:R:3:forces:R:3:lowdin_charge:R:1
C 3.207887 5.802304 -10.411393 0.5 0.2 -0.5 -0.28
S 4.287297 7.024024 -9.568383 -0.7 -1.8 0.6 0.83
O 3.492067 7.525194 -8.406963 0.6 -0.1 -0.3 -0.58
C 5.417847 5.636704 -8.894013 -0.4 1.5 0.4 -0.24
H 3.019827 4.948364 -9.760603 0.0 0.2 0.0 0.05
H 3.786347 5.508194 -11.287173 0.1 -0.3 0.0 0.04
H 2.277817 6.208404 -10.809083 0.1 0.4 0.4 0.05
H 5.913177 4.996304 -9.623833 -0.3 0.2 -0.1 0.05
H 4.853987 5.080194 -8.145383 -0.3 -0.1 -0.3 0.05
H 6.142787 6.215374 -8.321563 0.3 -0.1 -0.2 0.03
C 13.285477 -1.225566 -0.899063 -0.4 0.2 0.5 -0.28
S 13.777947 -2.767266 -0.074063 -0.2 0.9 -1.7 0.83
O 12.965227 -3.811796 -0.753333 0.3 -0.2 0.4 -0.56
C 15.386797 -2.606886 -0.926263 0.4 -1.8 0.4 -0.29
H 13.025897 -1.470786 -1.928913 0.2 -0.2 0.0 0.06
H 14.174687 -0.596956 -0.851613 -0.5 0.4 0.0 0.04
H 12.405857 -0.776536 -0.437823 0.2 0.1 0.1 0.05
H 15.863457 -3.558926 -0.692783 0.5 0.1 0.4 0.04
H 15.938477 -1.757976 -0.522413 0.0 -0.2 -0.1 0.05
H 15.360567 -2.671066 -2.014063 -0.6 0.7 0.0 0.06
C 2.833657 -3.191296 -11.012283 0.3 -0.1 -0.2 -0.28
S 2.393017 -1.537826 -10.425433 -0.4 1.2 -1.7 0.82
O 2.455647 -0.573606 -11.626613 0.0 -1.6 1.7 -0.58
C 0.612027 -1.893986 -10.195953 0.9 0.3 -0.4 -0.26
H 3.011187 -3.906316 -10.208953 -0.4 0.2 0.3 0.05
H 3.801487 -3.131406 -11.510083 -0.2 0.3 -0.2 0.05
H 2.060047 -3.547666 -11.692453 0.2 0.0 -0.1 0.05
H 0.187537 -0.922346 -9.943343 -0.1 -0.3 0.4 0.05
H 0.545227 -2.684536 -9.448503 -0.4 0.3 0.1 0.05
H 0.192047 -2.191176 -11.156883 0.1 -0.2 0.0 0.05
C -5.011203 -9.375316 -5.096423 0.6 -0.1 -0.4 -0.28
S -6.040923 -10.701556 -4.347753 -2.5 2.0 0.7 0.85
O -7.099773 -9.914406 -3.509563 2.1 -1.6 -1.4 -0.61
C -6.995503 -11.266016 -5.885573 1.8 0.8 0.5 -0.23
H -5.634403 -8.590506 -5.525103 -0.1 -0.3 -0.1 0.05
H -4.260933 -9.763936 -5.785023 -0.6 -0.5 -0.7 0.04
H -4.286603 -8.890026 -4.442563 -0.7 -0.2 1.1 0.05
H -6.206793 -11.568216 -6.574563 -0.1 -0.3 -0.1 0.03
H -7.466593 -10.391346 -6.334043 -0.4 -0.2 0.4 0.05
H -7.633453 -12.110476 -5.624813 0.0 0.4 0.1 0.05
C 13.482747 5.284264 2.612347 0.5 -0.6 -0.1 -0.30
S 11.707677 5.415294 2.692247 -1.4 -1.0 -0.8 0.82
O 11.210827 4.977784 1.304917 0.8 0.5 2.1 -0.58
C 11.363357 3.993264 3.882607 0.4 0.6 -0.6 -0.24
H 14.026057 5.319944 3.556617 -0.4 0.3 0.2 0.05
H 13.826157 6.083644 1.955717 0.0 -0.2 0.0 0.05
H 13.678097 4.299264 2.188407 0.1 0.1 -0.3 0.05
H 10.335147 4.098224 4.228817 0.1 -0.1 -0.3 0.04
H 12.026027 4.018924 4.747657 0.1 0.3 -0.1 0.04
H 11.532847 3.060204 3.345247 -0.2 0.1 -0.1 0.05
C 0.688077 -6.191856 4.220997 -1.0 -0.5 -0.9 -0.26
S 0.987627 -7.755636 3.305097 1.5 -0.9 -0.3 0.81
O 1.176297 -8.880756 4.306927 -1.1 1.2 -1.0 -0.58
C -0.528973 -7.901256 2.163867 0.1 0.0 0.9 -0.24
H 0.885107 -5.378926 3.522127 -0.2 -0.1 -0.2 0.04
H 1.367497 -6.040066 5.059717 -0.2 -0.7 0.0 0.05
H -0.374773 -6.253176 4.454857 0.1 0.5 0.6 0.04
H -0.327923 -8.633986 1.382337 0.6 0.1 0.2 0.04
H -0.672593 -6.923396 1.704217 0.1 0.0 0.1 0.04
H -1.464993 -8.236596 2.610537 0.1 0.2 0.5 0.05
C 3.071207 9.094744 0.039437 0.8 -0.2 -1.1 -0.30
S 1.992947 8.812214 1.472557 1.6 0.9 0.3 0.84
O 2.953487 8.695114 2.648527 -1.4 0.2 -1.2 -0.57
C 1.410167 10.561714 1.404597 -0.6 0.1 1.0 -0.27
H 3.864547 9.829944 0.174347 -0.4 0.4 0.8 0.06
H 2.542757 9.406184 -0.861603 -0.5 -0.1 0.2 0.05
H 3.659637 8.228074 -0.261793 -0.4 -0.5 0.4 0.05
H 2.239067 11.153994 1.792177 0.1 0.1 -0.4 0.05
H 0.572587 10.742494 2.078297 0.1 -0.5 0.5 0.04
H 0.963327 10.904044 0.471187 0.7 -0.3 -0.4 0.05
C 5.322757 -9.235746 -5.134483 0.3 -1.1 -0.8 -0.26
S 3.683047 -9.508346 -4.368253 -0.7 1.0 -0.1 0.82
O 2.708607 -8.684986 -5.192553 0.9 -1.2 0.5 -0.58
C 3.389327 -11.292736 -4.707973 0.1 0.3 -0.7 -0.26
H 5.527677 -9.948386 -5.933393 -0.4 -0.3 -0.1 0.04
H 6.157427 -9.386576 -4.449893 -0.3 0.4 0.4 0.05
H 5.368887 -8.283116 -5.662183 -0.4 0.3 0.7 0.05
H 3.984797 -11.965456 -4.090743 0.3 0.4 0.0 0.05
H 3.584147 -11.460826 -5.767163 0.0 -0.1 0.0 0.05
H 2.346117 -11.542326 -4.514293 0.0 0.5 0.1 0.05
C -6.498783 6.670064 2.154327 0.1 0.2 0.4 -0.28
S -5.896593 7.295674 0.538647 -1.5 -0.6 0.0 0.83
O -6.110723 6.275864 -0.519753 0.2 0.1 0.2 -0.57
C -7.308063 8.461244 0.442747 0.2 0.8 0.0 -0.27
H -7.564793 6.471964 2.266077 -0.1 0.1 -0.7 0.06
H -6.276963 7.540244 2.772117 0.1 -0.2 0.4 0.04
H -5.991623 5.789354 2.548327 0.4 0.2 -0.4 0.05
H -7.425333 8.887094 1.439247 -0.2 0.0 0.0 0.04
H -8.248863 8.038484 0.090217 0.3 -0.6 0.2 0.06
H -7.103073 9.300324 -0.222093 0.4 -0.2 -0.1 0.04
C 4.488127 -1.583116 -2.295413 0.1 -0.3 0.5 -0.03
C 3.299527 -0.774086 -1.699693 0.5 1.1 1.0 -0.42
C 3.322817 0.598464 -2.442983 0.8 0.4 0.2 -0.16
C 2.122907 1.470244 -2.355733 -2.9 -1.4 0.1 -0.18
C 0.883017 0.600584 -2.748703 1.4 0.8 0.5 -0.15
C 0.769737 -0.698496 -1.918483 -1.6 1.1 -0.8 -0.49
N 2.002387 -1.447796 -1.950393 0.9 3.0 -1.7 -0.15
O 1.840347 -2.687566 -1.439253 0.1 -1.8 0.8 0.01
C 0.250957 -0.244796 -0.536863 -0.5 -1.2 0.4 -0.04
C -0.391593 -1.442356 -2.712623 0.6 -0.4 1.0 -0.04
C 3.575867 -0.456436 -0.143103 -1.3 -1.4 -0.8 -0.01
H 4.803777 -1.166896 -3.252083 -0.2 -0.3 -0.1 0.07
H 4.331747 -2.659546 -2.365733 -0.6 0.0 -0.3 0.07
H 5.381127 -1.591126 -1.670443 0.0 0.6 0.3 0.08
H 4.006207 1.262324 -1.913513 1.2 -0.7 -0.3 0.12
H 3.644057 0.428664 -3.470633 -0.1 0.2 0.0 0.11
H 2.054467 2.352674 -2.991903 0.8 0.0 0.0 0.12
H 1.998347 1.782154 -1.318763 0.0 0.3 0.0 0.10
H 1.018187 0.381284 -3.807823 -0.3 -0.2 -0.1 0.12
H -0.009793 1.208324 -2.601583 -0.2 -0.2 -0.1 0.12
H 0.229787 -1.040806 0.207447 0.4 -0.4 -0.1 0.08
H 0.814407 0.563004 -0.069893 -0.3 0.2 -0.4 0.06
H -0.814973 -0.048326 -0.652173 0.1 0.7 0.0 0.08
H -0.043453 -1.773426 -3.691033 0.1 0.3 -0.1 0.08
H -0.785083 -2.335516 -2.227293 0.2 -0.1 0.4 0.07
H -1.249793 -0.776376 -2.802273 0.2 0.1 -0.2 0.08
H 3.655347 -1.444516 0.310197 0.4 0.0 0.3 0.07
H 2.679537 -0.045626 0.321577 0.1 0.3 -0.1 0.05
H 4.424967 0.175854 0.116367 0.1 -0.2 -0.5 0.08
H 1.686887 -3.169906 -2.254983 0.0 -0.8 0.2 0.11
C -0.349903 3.532204 10.292307 0.2 -0.1 -1.8 -0.02
C -1.030323 3.878084 8.853607 -0.7 -1.4 3.3 -0.46
C -2.530643 3.582804 9.141657 -0.4 -0.1 -0.4 -0.15
C -3.253803 4.606684 10.005867 0.1 0.7 -0.4 -0.19
C -3.092013 5.959894 9.327887 0.9 -0.5 1.0 -0.13
C -1.555923 6.325954 9.284777 -1.8 0.7 -2.7 -0.49
N -0.879893 5.276504 8.466337 -2.3 -1.4 0.1 -0.13
O 0.445897 5.465344 8.235127 2.3 1.0 0.5 -0.02
C -1.545333 7.529114 8.342107 0.3 0.3 -0.6 -0.07
C -0.953873 6.809244 10.569547 0.7 -1.1 1.0 -0.03
C -0.497713 2.895784 7.795737 -0.1 0.5 -0.3 -0.04
H -1.018923 3.691144 11.138017 0.3 0.5 -0.1 0.06
H 0.602087 4.062164 10.323197 -0.1 0.0 0.5 0.07
H -0.140663 2.462644 10.311257 0.1 -0.1 -0.1 0.07
H -2.986773 3.472164 8.157887 -0.5 0.1 0.0 0.11
H -2.705033 2.657904 9.691417 0.7 -0.5 -0.4 0.12
H -2.806073 4.608834 10.999667 0.0 0.2 0.1 0.10
H -4.306303 4.377974 10.173347 -0.1 -0.3 -0.3 0.11
H -3.640993 6.761574 9.821887 0.2 0.1 0.3 0.11
H -3.537933 5.886994 8.335947 0.4 0.1 -0.3 0.12
H -1.947743 7.335714 7.347737 -0.2 -0.5 0.1 0.08
H -2.172953 8.326144 8.740777 0.5 0.3 0.2 0.09
H -0.504943 7.788554 8.146167 0.0 0.7 0.3 0.08
H -0.834013 6.011274 11.302327 -0.1 -0.1 0.1 0.07
H 0.062507 7.150584 10.373147 -0.1 0.3 0.0 0.09
H -1.546173 7.573554 11.072637 0.0 0.2 -0.4 0.09
H -1.104753 2.950884 6.892097 0.0 0.3 -0.2 0.08
H -0.550313 1.844344 8.078237 -0.1 0.2 0.5 0.08
H 0.535197 3.116604 7.526577 0.0 0.0 0.1 0.08
H 0.551457 5.886424 7.378897 -0.3 0.0 -0.2 0.11
C -7.581453 -3.929956 1.267967 -0.4 -0.3 0.4 -0.03
C -8.998553 -3.357506 1.519957 -1.0 0.9 -0.3 -0.47
C -9.004713 -1.769206 1.598127 0.5 -1.3 -0.7 -0.12
C -8.692243 -1.202306 0.229637 -0.2 -0.3 -0.6 -0.19
C -9.833743 -1.614386 -0.684953 0.3 -0.2 -0.7 -0.13
C -9.965033 -3.167496 -0.866763 -2.7 0.7 0.1 -0.50
N -10.002023 -3.755516 0.482047 -0.6 1.3 1.0 -0.12
O -10.250013 -5.139666 0.478287 0.4 0.5 -0.1 0.00
C -11.376113 -3.415876 -1.523453 -0.4 -0.2 1.0 -0.04
C -8.961733 -3.853626 -1.720233 1.7 0.0 -0.2 -0.04
C -9.540883 -3.791246 2.888167 1.3 0.2 1.0 -0.05
H -7.695503 -4.927406 0.843497 0.2 -0.2 0.0 0.07
H -7.054533 -4.060676 2.213157 0.0 0.1 0.0 0.08
H -6.931233 -3.368616 0.596997 -0.3 0.2 0.0 0.07
H -10.018943 -1.493456 1.886897 0.1 0.2 0.2 0.12
H -8.261023 -1.473656 2.338177 -0.2 0.0 0.2 0.12
H -7.783393 -1.655396 -0.166333 0.2 0.0 0.1 0.10
H -8.526253 -0.126876 0.166387 -0.2 0.1 0.4 0.11
H -9.743913 -1.137876 -1.661163 0.4 -0.3 -0.3 0.12
H -10.756743 -1.150556 -0.337073 -0.3 -0.5 0.4 0.12
H -11.640173 -2.834066 -2.406553 0.7 -0.1 -0.3 0.08
H -11.551553 -4.479746 -1.683163 0.3 0.0 -0.4 0.07
H -12.185333 -3.170336 -0.835723 0.2 0.3 0.5 0.08
H -8.725063 -3.319196 -2.640283 -0.1 0.0 -0.1 0.10
H -8.050453 -3.928496 -1.126893 0.3 0.0 -0.4 0.06
H -9.239273 -4.878406 -1.966983 -0.2 0.1 -0.1 0.09
H -10.460233 -3.327546 3.245767 -0.4 -0.3 -0.8 0.09
H -8.840623 -3.341006 3.591747 0.4 0.0 0.2 0.07
H -9.488743 -4.850446 3.140107 -0.4 -0.1 -0.5 0.08
H -9.415693 -5.498216 0.166927 0.2 -0.8 -0.2 0.07
```
Forces are in eV/Å.

Properties
Total charge: 0
Frontier orbital gap, Ha: 0.307
ΔE to the lowest compared entry with this formula, charge and spin, kJ/mol: 477.2
Total energy, hartree: -6431.34598
HOMO, eV: -8.1093

---

# 2
A structure of composition C16H18IrNO9Si, computed with ωB97M-V/def2-TZVPD.

XYZ file:
```
46
Properties=species:S:1:pos:R:3:forces:R:3:lowdin_spin:R:1
Ir 0.550404 -0.247073 -0.187931 0.4 0.2 -0.5 2.60
O -1.069680 1.215152 3.766912 0.0 0.0 -0.1 0.01
C -0.895243 0.939594 2.494928 0.0 0.0 0.0 0.01
O -0.037782 0.181945 2.080157 0.0 0.0 0.1 0.10
C -1.871772 1.656528 1.606908 0.0 0.0 0.1 0.01
O -1.570940 1.291046 0.281088 0.0 0.0 0.0 0.23
C -2.609721 1.325551 -0.610525 -0.1 0.1 -0.1 0.66
C -2.526032 -1.721347 -0.610335 0.2 0.0 0.0 0.02
O -3.597189 -1.839977 -1.005056 0.3 0.0 0.1 0.02
O -1.430477 -1.639812 -0.190863 -0.5 -0.1 -0.1 0.06
H -0.425537 0.727426 4.305232 0.0 0.0 0.0 0.00
H -1.761004 2.733286 1.753040 0.0 0.1 0.0 0.00
H -2.886289 1.371279 1.895340 0.0 0.0 0.0 0.00
H -2.302099 1.217695 -1.637983 0.0 0.0 0.1 0.04
H -3.525738 1.811596 -0.305153 0.0 0.0 0.0 0.04
O 0.192370 1.014466 -4.034143 0.1 0.0 0.1 0.04
C 0.494245 1.256627 -2.902783 -0.1 0.0 -0.1 0.02
O -0.063338 0.562738 -1.878491 -0.1 -0.1 0.4 0.33
C 1.447735 2.346964 -2.514410 0.0 -0.1 -0.1 0.01
C 1.541170 2.864655 -1.228705 0.0 0.1 0.0 0.00
C 2.447870 3.873183 -0.936397 0.0 0.0 0.0 0.00
C 3.278351 4.369066 -1.928604 0.0 0.0 0.0 0.00
C 3.164169 3.844455 -3.204742 0.0 0.0 0.0 0.00
C 2.258957 2.854360 -3.525111 0.0 0.0 0.0 0.00
N 4.055825 4.364031 -4.269919 0.1 0.1 -0.1 0.00
O 4.867230 5.209156 -3.946577 -0.2 -0.2 -0.1 0.00
O 3.915401 3.905611 -5.384384 0.0 0.1 0.2 0.00
H 0.878457 2.514740 -0.449540 -0.1 -0.1 0.0 0.00
H 2.500808 4.282009 0.064081 0.0 0.0 0.0 0.00
H 3.999065 5.150170 -1.736322 0.0 0.0 0.0 0.00
H 2.187880 2.473893 -4.533535 0.0 0.0 0.0 0.00
C 6.288382 -1.813469 0.475210 0.0 0.1 0.0 0.01
Si 5.468526 -0.183550 0.113138 0.1 0.0 0.0 0.05
C 5.848065 1.123170 1.388305 0.0 0.0 -0.1 0.01
C 5.738933 0.427108 -1.625496 0.0 0.0 0.1 0.01
C 3.606749 -0.476142 0.234587 -0.1 0.0 -0.1 0.51
C 2.363424 -0.586123 0.192766 -0.2 0.0 0.1 0.18
H 7.372839 -1.692889 0.412295 0.0 0.0 0.0 0.00
H 5.995761 -2.586629 -0.236439 0.0 0.0 0.0 0.00
H 6.047989 -2.162988 1.480754 0.0 0.0 0.0 0.00
H 6.929480 1.284140 1.411785 0.0 0.0 0.0 0.00
H 5.533947 0.828852 2.390548 0.0 0.0 0.0 0.00
H 5.376164 2.075302 1.138940 0.0 0.0 0.0 0.00
H 6.809713 0.552078 -1.807246 0.0 0.0 0.0 0.00
H 5.258647 1.397035 -1.771472 0.0 0.0 0.0 0.00
H 5.351096 -0.265555 -2.374193 0.0 0.0 0.0 0.00
```
Forces are in eV/Å.

Properties
Total charge: +1
Frontier orbital gap (alpha / beta), Ha: 0.321 / 0.240
2S+1: 6
Total energy, hartree: -1745.73279
HOMO (alpha / beta), eV: -11.6447 / -12.8169

---

# 3
An isolated molecule of H2OP2, computed with ωB97M-V/def2-TZVPD.

XYZ file:
```
5
Properties=species:S:1:pos:R:3:forces:R:3:lowdin_charge:R:1
O -2.475854 -0.105918 0.493681 6.2 2.5 -4.4 -0.66
P -0.927272 0.550446 -0.635599 -6.6 -1.9 4.0 0.56
P 0.617300 -0.402135 0.478558 1.9 0.3 -0.1 0.36
H 1.627334 0.735574 0.490440 -1.3 -1.0 -0.1 -0.11
H 1.158493 -0.777965 -0.827078 -0.2 0.0 0.6 -0.15
```
Forces are in eV/Å.

Properties
Total charge: 0
Frontier orbital gap (alpha / beta), Ha: 0.270 / 0.269
ΔE to the lowest compared entry with this formula, charge and spin, kJ/mol: 349.7
Total energy, hartree: -758.97215
HOMO (alpha / beta), eV: -9.8953 / -9.8731
Structure (SMILES): O=P#[PH2]